1.
{"formula": "C14H15FN2", "method": "ωB97M-V/def2-TZVPD", "symbols": ["F", "C", "C", "C", "C", "C", "C", "C", "N", "C", "C", "C", "C", "C", "C", "N", "C", "H", "H", "H", "H", "H", "H", "H", "H", "H", "H", "H", "H", "H", "H", "H"], "coordinates": [[-1.778, -3.078, -0.765], [-2.121, -1.900, -0.197], [-2.670, -1.898, 1.071], [-3.018, -0.679, 1.630], [-2.805, 0.498, 0.937], [-2.239, 0.486, -0.335], [-1.959, 1.766, -1.062], [-0.702, 2.492, -0.525], [0.532, 1.742, -0.588], [0.849, 0.952, 0.594], [2.041, 0.074, 0.331], [1.940, -1.034, -0.507], [3.066, -1.805, -0.734], [4.254, -1.448, -0.114], [4.248, -0.335, 0.711], [3.176, 0.406, 0.929], [-1.904, -0.735, -0.908], [-2.823, -2.828, 1.594], [-3.457, -0.652, 2.616], [-3.076, 1.442, 1.385], [-2.807, 2.445, -0.958], [-1.813, 1.562, -2.125], [-0.567, 3.400, -1.125], [-0.862, 2.794, 0.512], [0.556, 1.165, -1.422], [0.009, 0.317, 0.923], [1.099, 1.647, 1.400], [0.995, -1.294, -0.959], [3.018, -2.672, -1.377], [5.156, -2.021, -0.263], [5.144, -0.016, 1.228], [-1.482, -0.789, -1.900]], "lowdin_charge": [0.05, -0.27, -0.01, -0.07, -0.05, -0.25, -0.14, -0.22, -0.05, -0.18, -0.28, -0.02, -0.07, -0.07, -0.15, 0.11, 0.01, 0.12, 0.11, 0.12, 0.12, 0.11, 0.11, 0.12, 0.10, 0.11, 0.12, 0.10, 0.11, 0.10, 0.10, 0.12], "homo_ev": -8.55, "smiles": "Fc1cccc(CCNCc2ccccn2)c1", "charge": 0, "gap_ev": 9.40, "e_tot_ha": -751.85411, "spin_multiplicity": 1, "relative_energy_kcal_mol": 0.0}


2.
{"formula": "C14H15N3O", "method": "ωB97M-V/def2-TZVPD", "symbols": ["C", "C", "N", "N", "C", "C", "C", "C", "C", "C", "C", "O", "C", "C", "N", "C", "C", "C", "H", "H", "H", "H", "H", "H", "H", "H", "H", "H", "H", "H", "H", "H", "H"], "coordinates": [[1.021, -1.342, 3.916], [1.703, -0.756, 2.752], [2.912, -0.278, 2.800], [3.242, 0.103, 1.556], [4.448, 0.670, 1.202], [4.633, 1.141, -0.116], [3.532, 0.997, -1.078], [2.313, 0.475, -0.678], [2.166, 0.041, 0.680], [1.149, -0.511, 1.420], [-0.215, -0.777, 1.019], [-0.709, -1.850, 1.339], [-1.031, 0.181, 0.274], [-2.024, -0.305, -0.568], [-2.814, 0.556, -1.331], [-2.899, 1.989, -1.011], [-1.481, 2.496, -0.757], [-0.849, 1.679, 0.399], [1.462, -0.899, 4.808], [1.119, -2.427, 3.908], [-0.036, -1.103, 3.906], [5.201, 0.756, 1.963], [5.566, 1.625, -0.366], [3.637, 1.368, -2.108], [1.516, 0.345, -1.451], [-2.092, -1.363, -0.728], [-3.546, 0.153, -1.926], [-3.541, 2.151, -0.130], [-3.405, 2.451, -1.853], [-0.916, 2.337, -1.658], [-1.474, 3.579, -0.569], [-1.306, 2.002, 1.334], [0.180, 1.978, 0.514]], "lowdin_charge": [-0.02, -0.27, 0.13, -0.07, -0.01, -0.05, -0.07, -0.01, -0.15, -0.06, -0.37, 0.06, -0.15, -0.02, -0.02, -0.19, -0.17, -0.15, 0.08, 0.09, 0.08, 0.11, 0.09, 0.10, 0.13, 0.12, 0.13, 0.12, 0.11, 0.10, 0.11, 0.12, 0.10], "homo_ev": -7.83, "smiles": "Cc1nn2ccccc2c1C(=O)C1=CNCCC1", "charge": 0, "gap_ev": 8.42, "e_tot_ha": -781.96321, "spin_multiplicity": 1, "relative_energy_kcal_mol": 20.5}


3.
{"formula": "C14H15N3O2S", "method": "ωB97M-V/def2-TZVPD", "symbols": ["C", "C", "C", "N", "C", "C", "C", "N", "C", "N", "S", "O", "O", "C", "C", "C", "C", "C", "C", "C", "H", "H", "H", "H", "H", "H", "H", "H", "H", "H", "H", "H", "H", "H", "H"], "coordinates": [[-1.159, -2.876, -3.672], [-0.314, -2.271, -2.883], [0.477, -1.620, -2.031], [0.608, -1.968, -0.644], [0.453, -3.217, -0.034], [-0.013, -4.475, -0.670], [0.735, -3.028, 1.277], [1.108, -1.729, 1.575], [1.010, -1.133, 0.405], [1.350, 0.155, 0.631], [0.164, 1.167, 0.158], [0.231, 1.421, -1.271], [-1.128, 0.574, 0.518], [0.569, 2.620, 1.165], [-0.026, 2.794, 2.455], [0.270, 3.935, 3.188], [1.182, 4.852, 2.699], [1.611, 6.015, 3.599], [1.748, 4.678, 1.436], [1.464, 3.592, 0.675], [-0.840, -3.239, -4.664], [-2.188, -2.963, -3.401], [0.936, -0.691, -2.372], [0.575, -4.773, -1.527], [0.052, -5.298, 0.052], [-1.052, -4.368, -0.994], [0.710, -3.824, 2.001], [1.552, 0.255, 1.613], [-0.700, 2.060, 2.874], [-0.195, 4.050, 4.150], [0.725, 6.488, 3.986], [2.172, 5.603, 4.442], [2.187, 6.755, 3.024], [2.362, 5.466, 1.065], [1.885, 3.513, -0.303]], "lowdin_charge": [0.01, -0.07, -0.03, 0.07, -0.26, -0.04, -0.10, 0.12, -0.42, -0.05, 0.68, -0.30, -0.30, -0.24, -0.03, -0.04, -0.25, -0.03, -0.05, -0.05, 0.07, 0.06, 0.12, 0.08, 0.09, 0.08, 0.10, 0.12, 0.11, 0.12, 0.07, 0.09, 0.08, 0.11, 0.11], "homo_ev": -8.02, "smiles": "C=C=Cn1c(C)cnc1NS(=O)(=O)c1ccc(C)cc1", "charge": 0, "gap_ev": 8.46, "e_tot_ha": -1255.28818, "spin_multiplicity": 1, "relative_energy_kcal_mol": 119.2}


4.
{"formula": "C14H15N6OSZr", "method": "ωB97M-V/def2-TZVPD", "symbols": ["Zr", "N", "C", "S", "N", "N", "C", "C", "C", "C", "C", "C", "C", "C", "C", "C", "C", "C", "N", "H", "H", "H", "H", "H", "H", "H", "H", "H", "H", "H", "N", "C", "N", "O", "H", "H", "H", "H"], "coordinates": [[0.169, 0.135, 0.040], [-0.809, 2.326, -3.326], [-0.148, 1.604, -2.433], [0.096, 2.407, -0.809], [0.275, 0.404, -2.730], [0.949, -0.294, -1.752], [2.207, -0.741, -1.851], [2.996, -0.751, -3.032], [4.407, -0.621, -2.959], [5.158, -0.642, -4.108], [4.539, -0.832, -5.345], [3.153, -0.968, -5.433], [2.379, -0.900, -4.300], [2.695, -1.258, -0.540], [3.748, -2.135, -0.383], [4.105, -2.552, 0.901], [3.381, -2.109, 1.997], [2.310, -1.263, 1.781], [1.980, -0.830, 0.549], [-0.994, 3.304, -3.170], [-0.925, 1.966, -4.264], [4.889, -0.434, -2.008], [6.230, -0.504, -4.054], [5.142, -0.872, -6.243], [2.686, -1.127, -6.396], [1.308, -1.018, -4.363], [4.275, -2.511, -1.248], [4.938, -3.231, 1.038], [3.634, -2.421, 3.002], [1.705, -0.907, 2.609], [-3.254, 1.114, 0.154], [-2.869, -0.073, 0.590], [-3.671, -0.843, 1.284], [-1.640, -0.482, 0.341], [-4.195, 1.452, 0.299], [-2.644, 1.682, -0.409], [-4.625, -0.585, 1.495], [-3.375, -1.760, 1.584]], "lowdin_charge": [1.69, 0.15, -0.76, 0.65, 0.03, -0.22, -0.10, -0.15, 0.00, -0.01, 0.03, -0.01, 0.02, -0.17, 0.06, 0.06, 0.03, -0.05, -0.10, 0.12, 0.14, 0.13, 0.13, 0.14, 0.13, 0.12, 0.14, 0.15, 0.15, 0.14, 0.25, -0.51, 0.27, -0.23, 0.16, 0.09, 0.16, 0.16], "homo_ev": -18.06, "charge": 3, "gap_ev": 6.61, "e_tot_ha": -1390.61211, "spin_multiplicity": 1, "relative_energy_kcal_mol": 0.0}


5.
{"formula": "C14H15NO2S", "method": "ωB97M-V/def2-TZVPD", "symbols": ["C", "O", "C", "C", "C", "C", "C", "N", "C", "O", "C", "S", "C", "C", "C", "C", "C", "C", "H", "H", "H", "H", "H", "H", "H", "H", "H", "H", "H", "H", "H", "H", "H"], "coordinates": [[3.227, 2.913, 3.642], [3.286, 3.334, 2.302], [2.455, 2.745, 1.397], [1.544, 1.737, 1.687], [0.748, 1.216, 0.681], [0.845, 1.673, -0.624], [-0.033, 1.104, -1.709], [-0.265, -0.310, -1.542], [-1.504, -0.818, -1.334], [-2.506, -0.125, -1.384], [-1.546, -2.264, -1.061], [-0.084, -3.159, -0.731], [-0.971, -4.612, -0.527], [-2.302, -4.424, -0.701], [-2.648, -3.082, -1.003], [-4.058, -2.661, -1.234], [1.762, 2.679, -0.908], [2.554, 3.213, 0.086], [2.235, 3.081, 4.074], [3.493, 1.856, 3.744], [3.957, 3.520, 4.175], [1.439, 1.350, 2.688], [0.036, 0.440, 0.923], [0.417, 1.294, -2.691], [-1.022, 1.575, -1.685], [0.546, -0.903, -1.455], [-0.447, -5.516, -0.288], [-3.030, -5.211, -0.616], [-4.482, -3.227, -2.063], [-4.655, -2.867, -0.346], [-4.106, -1.600, -1.455], [1.851, 3.052, -1.918], [3.264, 3.996, -0.127]], "lowdin_charge": [-0.09, -0.09, -0.28, -0.02, -0.03, -0.22, -0.13, 0.04, -0.50, 0.05, -0.38, 1.04, -0.40, -0.14, -0.30, -0.03, -0.04, 0.00, 0.10, 0.09, 0.09, 0.10, 0.12, 0.13, 0.13, 0.09, 0.06, 0.11, 0.09, 0.09, 0.06, 0.11, 0.12], "homo_ev": -8.39, "smiles": "COc1ccc(CNC(=O)c2sccc2C)cc1", "charge": 0, "gap_ev": 9.04, "e_tot_ha": -1145.91350, "spin_multiplicity": 1, "relative_energy_kcal_mol": 16.8}


6.
{"formula": "C14H15NO4Pb", "method": "ωB97M-V/def2-TZVPD", "symbols": ["N", "C", "C", "O", "C", "C", "C", "C", "C", "C", "C", "C", "C", "C", "C", "O", "O", "C", "O", "H", "H", "H", "H", "H", "H", "H", "H", "H", "H", "H", "H", "H", "H", "H", "Pb"], "coordinates": [[0.522, -0.302, 3.133], [1.378, -0.363, 1.932], [0.947, -1.501, 0.998], [1.087, -2.703, 1.755], [1.824, -1.663, -0.266], [1.824, -0.467, -1.186], [0.876, 0.133, -1.910], [-0.592, -0.245, -2.021], [-1.420, 0.482, -0.843], [-1.180, 1.819, -0.653], [-1.837, 2.532, 0.370], [-2.719, 1.859, 1.209], [-3.041, 0.514, 1.100], [-2.438, -0.228, 0.089], [1.513, 1.308, -2.660], [0.866, 2.078, -3.307], [2.850, 1.293, -2.439], [3.111, 0.301, -1.489], [4.179, 0.077, -1.027], [-0.129, -1.082, 3.169], [-0.070, 0.523, 3.110], [2.388, -0.612, 2.296], [1.361, 0.625, 1.443], [-0.139, -1.384, 0.796], [0.771, -3.428, 1.203], [1.459, -2.535, -0.834], [2.852, -1.841, 0.077], [-0.931, 0.094, -3.030], [-0.685, -1.358, -2.030], [-0.480, 2.376, -1.280], [-1.617, 3.595, 0.465], [-3.188, 2.434, 2.008], [-3.731, 0.011, 1.777], [-2.664, -1.365, -0.030], [-2.949, -0.977, -1.923]], "lowdin_charge": [0.03, -0.20, -0.38, 0.00, -0.04, -0.03, -0.07, -0.20, -0.30, 0.02, 0.05, 0.00, -0.02, -0.30, -0.38, 0.18, 0.20, -0.32, 0.25, 0.07, 0.06, 0.14, 0.12, 0.12, 0.10, 0.14, 0.15, 0.12, 0.09, 0.14, 0.15, 0.15, 0.15, 0.07, 1.76], "homo_ev": -14.79, "charge": 2, "gap_ev": 4.53, "e_tot_ha": -1090.27016, "spin_multiplicity": 1}